# C16H11ClN2O3S2

The molecule C16H11ClN2O3S2 at a distorted geometry (ωB97M-V with the def2-TZVPD basis set, OMol25).

The geometry in ORCA input format:
```
! wB97M-V def2-TZVPD RIJCOSX def2/J DEFGRID3
* xyz 0 1
O 0.093 -2.983 -1.633
C -0.061 -2.707 -0.467
C -1.242 -3.288 0.312
S -1.853 -2.272 1.695
C -2.446 -0.872 0.859
N -2.946 0.119 1.490
C -3.363 1.105 0.646
C -3.956 2.306 1.024
C -4.324 3.201 0.042
C -4.112 2.922 -1.306
C -3.524 1.736 -1.705
C -3.153 0.834 -0.725
S -2.406 -0.727 -0.915
N 0.757 -1.930 0.284
C 1.914 -1.256 -0.107
C 2.413 -1.293 -1.409
C 3.567 -0.604 -1.719
C 4.248 0.135 -0.759
Cl 5.687 0.940 -1.245
C 3.757 0.187 0.548
C 4.367 0.925 1.685
O 3.974 0.819 2.821
O 5.380 1.729 1.361
C 2.592 -0.516 0.852
H -0.931 -4.229 0.770
H -2.058 -3.493 -0.382
H -4.115 2.508 2.070
H -4.787 4.136 0.321
H -4.411 3.641 -2.054
H -3.359 1.515 -2.747
H 0.492 -1.797 1.255
H 1.897 -1.862 -2.164
H 3.957 -0.637 -2.725
H 5.717 2.172 2.156
H 2.233 -0.465 1.870
*
```

Properties
structure (SMILES)	O=C(CSc1nc2ccccc2s1)Nc1ccc(Cl)c(C(=O)O)c1
Kohn-Sham gap	8.9	eV


# C16H11F7N3O9OsS2

A structure of composition C16H11F7N3O9OsS2 at a distorted geometry (ωB97M-V with the def2-TZVPD basis set, OMol25).

The geometry in ORCA input format:
```
! wB97M-V def2-TZVPD RIJCOSX def2/J DEFGRID3
* xyz 1 5
Os -2.603 0.942 0.343
F -5.955 0.581 4.293
C -5.476 1.126 3.193
F -6.332 1.990 2.687
F -4.317 1.726 3.449
S -5.213 -0.225 1.969
O -4.470 0.475 0.838
O -6.493 -0.682 1.585
N -4.329 -1.291 2.640
S -2.760 -1.347 2.747
O -2.205 -2.547 2.229
O -2.122 -0.076 2.305
C -2.494 -1.330 4.568
F -3.192 -2.305 5.112
F -1.203 -1.508 4.786
F -2.881 -0.163 5.062
C 2.491 -2.264 -4.039
C 3.120 -1.611 -2.819
C 4.257 -0.684 -3.204
C 4.872 -0.045 -1.973
C 3.814 0.705 -1.209
C 4.125 1.794 -0.436
C 3.126 2.491 0.254
F 3.492 3.532 0.997
C 1.816 2.141 0.180
C 1.471 1.021 -0.601
C 0.115 0.586 -0.680
O -0.788 1.374 -0.103
C -0.182 -0.586 -1.334
C 0.849 -1.248 -2.001
N 2.094 -0.829 -2.025
C 2.464 0.303 -1.287
C -1.519 -1.235 -1.416
O -1.707 -2.238 -2.030
O -2.523 -0.631 -0.729
H 3.293 -2.649 -4.667
H 1.923 -1.539 -4.625
H 1.846 -3.108 -3.795
H 3.500 -2.379 -2.143
H 3.880 0.088 -3.882
H 4.998 -1.267 -3.749
H 5.676 0.638 -2.247
H 5.310 -0.816 -1.332
H 5.151 2.130 -0.352
H 1.060 2.695 0.716
H 0.603 -2.153 -2.537
O -2.046 4.425 2.122
N -1.792 3.313 2.009
O -2.743 2.678 1.130
*
```

Properties
relative energy (zero: lowest compared OMol25 entry of this formula, charge and spin)	2.2	kcal per mole
Kohn-Sham gap (spin up / spin down)	8.6 / 7.0	eV


# C16H12

The molecule C16H12 at a distorted geometry (ωB97M-V with the def2-TZVPD basis set, OMol25).

The geometry in ORCA input format:
```
! wB97M-V def2-TZVPD RIJCOSX def2/J DEFGRID3
* xyz 0 1
C 0.011 -0.294 0.841
C 0.040 -0.158 2.083
C -0.016 0.170 3.476
C -0.757 1.276 3.902
C -0.779 1.638 5.253
C -0.002 0.891 6.164
C 0.667 -0.259 5.779
C 0.673 -0.622 4.422
C -0.023 -0.410 -0.587
C -0.749 -1.422 -1.192
C -0.845 -1.699 -2.573
C -1.435 -2.897 -2.997
C -1.637 -3.146 -4.367
C -1.168 -2.246 -5.319
C -0.588 -1.064 -4.908
C -0.452 -0.787 -3.570
H -1.316 1.862 3.190
H -1.309 2.553 5.544
H -0.010 1.247 7.183
H 1.151 -0.868 6.521
H 1.165 -1.503 4.025
H 0.469 0.310 -1.232
H -1.166 -2.137 -0.479
H -1.869 -3.631 -2.285
H -2.138 -4.034 -4.658
H -1.350 -2.442 -6.373
H -0.272 -0.318 -5.619
H -0.015 0.190 -3.371
*
```

Properties
relative energy (zero: lowest compared OMol25 entry of this formula, charge and spin)	0.0	kcal per mole
structure (SMILES)	C(#Cc1ccccc1)/C=C/c1ccccc1
Kohn-Sham gap	8.0	eV


# C16H12BrN3O7Os

A structure of composition C16H12BrN3O7Os at a distorted geometry (ωB97M-V with the def2-TZVPD basis set, OMol25).

The geometry in ORCA input format:
```
! wB97M-V def2-TZVPD RIJCOSX def2/J DEFGRID3
* xyz 0 5
C -1.918 -0.707 -1.847
C -2.082 -1.067 -0.456
C -2.153 0.143 0.314
H -2.154 -2.072 -0.060
C -1.982 1.246 -0.603
C -1.846 0.726 -1.933
H -1.736 1.294 -2.854
H -1.858 -1.405 -2.680
H -2.308 0.186 1.391
H -2.040 2.287 -0.342
Os -0.203 -0.033 -0.678
Br 1.496 -1.147 -1.894
C 1.958 0.920 -4.384
C 0.903 1.713 -4.889
C -0.104 0.832 -5.410
H 0.865 2.799 -4.907
C 0.341 -0.502 -5.221
C 1.635 -0.459 -4.620
H 2.273 -1.321 -4.448
H 2.863 1.280 -3.905
H -1.031 1.138 -5.890
H -0.188 -1.410 -5.495
O 0.520 -0.375 6.973
N 0.772 0.471 6.095
O 1.006 1.667 6.363
C 0.728 0.090 4.707
C 0.427 -1.237 4.375
C 0.013 -1.519 3.092
C 0.324 -0.619 2.032
O 0.503 -1.171 0.863
C 0.656 0.737 2.371
C 0.893 1.064 3.714
N 0.965 1.746 1.424
O 1.668 2.702 1.768
O 0.528 1.691 0.172
N -0.400 -2.878 2.715
O 0.197 -3.825 3.286
O -1.295 -3.005 1.846
H 0.497 -2.040 5.094
H 1.267 2.060 3.924
*
```

Properties
Kohn-Sham gap (spin up / spin down)	6.2 / 5.4	eV


# C16H12CaClN3O7

A structure of composition C16H12CaClN3O7 at a distorted geometry (ωB97M-V with the def2-TZVPD basis set, OMol25).

The geometry in ORCA input format:
```
! wB97M-V def2-TZVPD RIJCOSX def2/J DEFGRID3
* xyz -2 1
C -2.375 1.370 0.456
C -2.584 1.205 -0.951
C -1.433 1.712 -1.624
H -3.443 0.708 -1.418
C -0.523 2.189 -0.639
C -1.114 1.998 0.637
H -0.704 2.283 1.596
H -3.042 1.054 1.251
H -1.244 1.659 -2.701
H 0.466 2.585 -0.830
Ca -0.657 -0.833 -0.489
Cl -2.806 -2.052 -0.549
C -0.985 -2.631 -4.570
C -0.083 -1.637 -5.057
C -0.857 -0.558 -5.582
H 1.003 -1.713 -5.081
C -2.238 -0.886 -5.421
C -2.316 -2.168 -4.798
H -3.232 -2.717 -4.581
H -0.710 -3.601 -4.157
H -0.467 0.338 -6.064
H -3.081 -0.284 -5.759
O 1.490 -0.698 6.633
N 1.752 0.316 5.950
O 1.818 1.481 6.410
C 1.992 0.173 4.533
C 1.802 -1.076 3.906
C 1.560 -1.142 2.535
C 1.622 0.088 1.747
O 1.105 0.237 0.598
C 2.219 1.216 2.391
C 2.271 1.317 3.772
N 2.423 2.380 1.532
O 1.935 3.464 1.898
O 3.010 2.208 0.449
N 1.208 -2.408 1.933
O 0.482 -2.369 0.862
O 1.523 -3.497 2.448
H 1.711 -1.982 4.495
H 2.502 2.272 4.240
*
```

Properties
Kohn-Sham gap	3.2	eV


# C16H12ClIrN2O8P2

A structure of composition C16H12ClIrN2O8P2 at a distorted geometry (ωB97M-V with the def2-TZVPD basis set, OMol25).

The geometry in ORCA input format:
```
! wB97M-V def2-TZVPD RIJCOSX def2/J DEFGRID3
* xyz 0 1
Ir -0.080 -1.035 -0.529
Cl 5.677 3.453 -0.406
C 4.527 2.182 -0.438
C 4.973 0.853 -0.426
C 4.052 -0.160 -0.522
C 2.669 0.093 -0.633
O 1.865 -0.884 -0.820
C 2.210 1.466 -0.547
C 0.850 1.811 -0.514
N -0.199 0.987 -0.646
C -1.480 1.462 -0.590
C -1.885 2.809 -0.555
C -3.228 3.134 -0.492
C -4.213 2.166 -0.469
C -3.865 0.803 -0.497
C -4.792 -0.257 -0.456
C -4.334 -1.557 -0.449
C -2.970 -1.811 -0.529
N -2.080 -0.823 -0.607
C -2.492 0.460 -0.560
C 3.182 2.481 -0.471
H 6.026 0.636 -0.354
H 4.358 -1.193 -0.514
H 0.644 2.854 -0.307
H -1.161 3.605 -0.577
H -3.513 4.175 -0.450
H -5.256 2.432 -0.414
H -5.846 -0.030 -0.426
H -5.019 -2.388 -0.392
H -2.576 -2.816 -0.523
H 2.863 3.512 -0.449
O 2.024 -0.677 2.681
P 0.731 -1.609 2.451
O 0.315 -2.273 3.688
O -0.306 -0.780 1.717
O 1.408 -2.608 1.346
P 0.629 -3.759 0.526
O 1.846 -4.309 -0.346
O -0.011 -4.787 1.337
O -0.296 -3.013 -0.471
H 2.471 -1.005 3.461
H 2.279 -3.603 -0.826
*
```

Properties
relative energy (zero: lowest compared OMol25 entry of this formula, charge and spin)	32.9	kcal per mole
Kohn-Sham gap (spin up / spin down)	6.3 / 6.5	eV


# C16H12ClN3O2S

The molecule C16H12ClN3O2S at a distorted geometry (ωB97M-V with the def2-TZVPD basis set, OMol25).

The geometry in ORCA input format:
```
! wB97M-V def2-TZVPD RIJCOSX def2/J DEFGRID3
* xyz 0 1
O -4.049 -0.135 -1.216
C -3.336 0.322 -0.312
C -2.234 -0.408 0.291
C -0.800 0.139 0.129
N -0.347 0.865 1.194
C 0.977 1.033 1.169
C 1.783 1.422 2.326
C 3.172 1.261 2.364
C 3.829 1.734 3.507
C 3.073 2.146 4.589
N 1.787 1.984 4.706
C 1.126 1.690 3.558
S 1.762 0.449 -0.247
C 0.207 -0.266 -0.704
C 0.116 -1.246 -1.926
C 1.297 -1.934 -2.166
C 1.375 -2.794 -3.331
C 0.333 -2.837 -4.197
Cl 0.372 -3.971 -5.513
C -0.859 -2.110 -4.007
C -0.928 -1.370 -2.898
N -3.570 1.682 0.031
O -4.933 1.966 -0.167
H -2.489 -0.311 1.364
H -2.246 -1.402 -0.106
H 3.679 0.824 1.488
H 4.897 1.877 3.438
H 3.435 2.529 5.568
H 0.033 1.717 3.746
H 2.107 -1.973 -1.477
H 2.261 -3.359 -3.711
H -1.623 -1.965 -4.781
H -1.912 -0.914 -2.782
H -3.005 2.065 0.812
H -5.288 1.290 -0.735
*
```

Properties
structure (SMILES)	O=C(Cc1nc(-c2cccnc2)sc1-c1ccc(Cl)cc1)NO
Kohn-Sham gap	8.0	eV


# C16H12CoNO7

A structure of composition C16H12CoNO7 (ωB97M-V with the def2-TZVPD basis set, OMol25).

The geometry in ORCA input format:
```
! wB97M-V def2-TZVPD RIJCOSX def2/J DEFGRID3
* xyz -1 4
Co 0.759 0.890 -0.539
O 2.894 0.534 -3.856
C 2.066 0.318 -2.987
O 2.247 0.522 -1.722
C 0.732 -0.343 -3.386
C 0.400 -1.484 -2.413
C -0.631 -2.438 -3.020
C -1.928 -1.597 -2.915
C -1.400 -0.308 -2.286
O -0.373 -0.805 -1.399
C -0.588 0.506 -3.308
C -0.498 1.977 -2.860
O -0.773 2.853 -3.663
O -0.223 2.171 -1.612
H 0.867 -0.712 -4.402
H 1.263 -1.948 -1.945
H -0.375 -2.707 -4.044
H -0.704 -3.351 -2.430
H -2.400 -1.410 -3.879
H -2.656 -2.074 -2.259
H -2.114 0.271 -1.706
H -1.073 0.510 -4.283
O 1.764 2.135 1.593
C 1.030 1.298 2.095
N 0.305 0.402 1.358
C -0.431 -0.411 2.192
O -1.179 -1.311 1.879
C -0.140 0.022 3.612
C -0.613 -0.453 4.817
C -0.152 0.171 5.974
C 0.751 1.230 5.910
C 1.221 1.701 4.688
C 0.755 1.073 3.550
H -1.315 -1.276 4.852
H -0.498 -0.168 6.942
H 1.088 1.691 6.830
H 1.922 2.522 4.623
*
```

Properties
relative energy (zero: lowest compared OMol25 entry of this formula, charge and spin)	0.0	kcal per mole
Kohn-Sham gap (spin up / spin down)	8.5 / 8.5	eV